<w>
The following is a quantum chemistry calculation of a cluster of 2 separate species, HO3S3 in total, from the Open Molecules 2025 dataset.

XYZ file:
```
7
Properties=species:S:1:pos:R:3:lowdin_charge:R:1
S -1.378 -1.096 -1.230 -0.1136
S 0.836 0.544 -0.235 0.4776
O 1.950 -0.083 -0.891 -0.3614
S -1.962 -0.888 0.770 0.0348
H -0.669 -0.523 1.078 -0.2694
O 0.782 0.183 1.213 -0.4159
O 0.441 1.863 -0.707 -0.3519
```

Output
* LUMO energy (spin up / spin down): 2.70 / 2.69 eV
* HOMO level (spin up / spin down): -3.579 / -3.579 eV
* orbital gap (spin up / spin down): 6.27 / 6.27 eV
* charge: -1

---

<x>
The following is a quantum chemistry calculation of the ion HO3S3 with charge -1, from the Open Molecules 2025 dataset.

XYZ file:
```
7
Properties=species:S:1:pos:R:3:lowdin_charge:R:1
O 1.651 -0.486 0.915 -0.4594
S -1.335 1.709 1.030 0.6189
S 1.867 -1.276 -1.905 0.0226
S 0.693 -0.570 -0.190 0.2879
H -2.291 1.008 0.147 -0.0751
O -0.429 -1.459 -0.065 -0.4549
O -0.156 1.073 0.068 -0.9399
```

Output
* LUMO energy: 2.59 eV
* HOMO level: -4.637 eV
* SMILES: O=S(=O)([S-])OS
* orbital gap: 7.23 eV
* charge: -1

---

Most stable of them? <w>.

---

<w>
The following is a quantum chemistry calculation of the ion C5H9N3 with charge +2, from the Open Molecules 2025 dataset.

XYZ file:
```
17
Properties=species:S:1:pos:R:3:lowdin_charge:R:1
H -1.469 -0.331 -1.426 0.1330
C 0.642 -1.116 -0.014 -0.1213
C -0.799 -1.142 0.488 -0.1041
H -1.202 -2.087 0.642 0.1054
H 0.747 -1.291 -1.154 0.1936
C -2.396 0.723 -0.029 0.0634
N -3.052 1.687 0.121 0.4182
H 3.944 1.051 -0.805 0.1204
H -3.217 2.563 0.595 0.1747
H -2.451 -1.273 -0.764 0.1884
C -1.807 -0.436 -0.456 -0.1072
C 3.311 1.260 -0.026 0.2095
H 3.522 1.973 0.762 0.1524
H -0.697 -0.719 1.599 0.1886
N 1.227 0.175 -0.187 0.1503
H 1.410 -1.654 0.606 0.1627
N 2.287 0.617 0.049 0.0720
```

Output
* LUMO energy: -8.80 eV
* HOMO level: -19.145 eV
* SMILES: C=[N+]=NCCCC#[NH+]
* orbital gap: 10.35 eV
* charge: +2

---

<x>
The following is a quantum chemistry calculation of the ion C5H9N3 with charge +2, from the Open Molecules 2025 dataset.

XYZ file:
```
17
Properties=species:S:1:pos:R:3:lowdin_charge:R:1
C 1.788 0.017 0.332 0.0668
H -0.869 0.253 -3.334 0.1446
C -0.079 0.424 1.422 -0.1658
H 2.802 -0.324 0.130 0.1734
C -0.697 -0.453 -2.528 0.0575
N 0.539 -0.174 -1.852 0.1663
C -0.672 0.525 2.695 0.0481
H 1.233 -0.113 -2.561 0.1970
N 1.393 0.299 1.499 0.2260
H -0.467 -1.376 -3.122 0.1593
H -1.778 0.848 2.857 0.1631
H -1.307 -0.831 -1.741 0.0967
H -0.012 1.190 3.313 0.1481
C 0.640 -0.035 -0.581 -0.1256
H -1.450 0.045 0.003 0.1962
H -0.590 -0.491 3.279 0.2043
N -0.477 0.195 0.188 0.2443
```

Output
* LUMO energy: -11.86 eV
* HOMO level: -20.914 eV
* orbital gap: 9.06 eV
* charge: +2

---

Most stable of them? <x>.

---

<w>
The following is a quantum chemistry calculation of an isolated molecule of C4H6NOP, from the Open Molecules 2025 dataset.

XYZ file:
```
13
Properties=species:S:1:pos:R:3:lowdin_charge:R:1
C 1.477 -0.395 1.305 -0.0288
C 0.522 1.117 -0.486 -0.4792
H -0.471 -1.746 -0.781 0.1409
H 2.282 0.336 1.363 0.0889
N 0.613 -0.027 0.190 -0.1020
H -1.493 -0.779 0.457 0.1269
C -0.969 0.552 -1.052 -0.5802
H 1.067 -0.408 2.363 0.1041
H -3.105 0.100 -1.637 -0.1246
O 1.122 2.128 -0.603 0.1001
H 1.799 -1.391 1.101 0.0688
P -2.200 1.220 -1.912 0.8500
C -0.646 -0.707 -0.309 -0.1647
```

Output
* LUMO energy: 0.00 eV
* HOMO level: -9.405 eV
* SMILES: [H]/P=C1\CN(C)C1=O
* orbital gap: 9.41 eV
* charge: 0

---

<x>
The following is a quantum chemistry calculation of an isolated molecule of C4H6NOP, from the Open Molecules 2025 dataset.

XYZ file:
```
13
Properties=species:S:1:pos:R:3:lowdin_charge:R:1
H -1.402 0.881 -0.169 0.1055
C -1.280 -0.273 -0.115 -0.1012
H -1.737 -0.533 0.847 0.0797
C 1.451 -0.050 -0.227 -0.5553
H -1.815 -0.863 -0.842 0.0750
P 1.636 1.750 -0.535 0.8479
C 0.527 -2.075 0.201 -0.1303
C 0.071 -0.764 -0.034 -0.2419
H 2.150 1.739 0.755 -0.1049
H 2.892 1.604 -1.127 -0.1136
N 2.378 -0.905 -0.074 0.0447
H -0.141 -2.830 0.508 0.1235
O 1.800 -2.154 0.121 -0.0290
```

Output
* LUMO energy: 0.88 eV
* HOMO level: -9.003 eV
* SMILES: Cc1conc1P
* orbital gap: 9.88 eV
* charge: 0

---

Most stable of them? <w>.

---

<w>
The following is a quantum chemistry calculation of an isolated molecule of C4H6NOP, from the Open Molecules 2025 dataset.

XYZ file:
```
13
Properties=species:S:1:pos:R:3:lowdin_charge:R:1
H -2.129 0.772 0.625 0.0817
H -1.895 0.491 -1.195 0.1157
H 0.612 2.504 0.900 -0.0773
H 2.641 2.023 0.080 -0.1150
P 1.299 2.024 -0.340 0.8068
H -2.601 -0.681 -0.036 0.0855
C 0.933 0.247 -0.188 -0.5411
C 0.063 -1.746 0.068 -0.0455
O 1.490 -1.840 -0.003 -0.0559
H -0.217 -2.721 0.294 0.1120
C -1.739 0.040 -0.130 -0.0877
C -0.384 -0.518 0.053 -0.2564
N 1.928 -0.594 -0.126 -0.0228
```

Output
* LUMO energy: 0.81 eV
* HOMO level: -9.152 eV
* SMILES: Cc1conc1P
* orbital gap: 9.96 eV
* charge: 0

---

<x>
The following is a quantum chemistry calculation of an isolated molecule of C4H6NOP, from the Open Molecules 2025 dataset.

XYZ file:
```
13
Properties=species:S:1:pos:R:3:lowdin_charge:R:1
H 1.776 -2.382 0.022 0.0268
H 2.303 -1.211 1.189 0.0434
N 1.427 0.899 -0.099 0.0291
H -1.773 1.963 0.090 0.0647
H 0.807 -0.604 -1.417 0.0779
O -3.093 -0.553 0.054 -0.3900
H 0.456 2.641 0.188 0.0904
C 1.977 -1.389 0.215 0.0246
H -3.132 -1.259 0.701 0.0054
P -1.433 -0.475 -0.307 0.9961
C 0.330 1.605 -0.034 -0.2779
C -1.021 1.188 -0.120 -0.3267
C 1.377 -0.424 -0.481 -0.3638
```

Output
* LUMO energy (spin up / spin down): -0.85 / -0.85 eV
* HOMO level (spin up / spin down): -8.671 / -8.670 eV
* SMILES: C=C/N=C\C=P\O
* orbital gap (spin up / spin down): 7.82 / 7.82 eV
* charge: 0

---

<y>
The following is a quantum chemistry calculation of an isolated molecule of C4H6NOP, from the Open Molecules 2025 dataset.

XYZ file:
```
13
Properties=species:S:1:pos:R:3:lowdin_charge:R:1
H -0.935 -2.231 -0.663 0.0853
C -0.018 0.275 -0.357 -0.4180
H -0.143 0.688 3.026 0.1131
O 0.733 1.785 1.540 -0.4602
C -0.206 -0.467 -1.480 -0.1889
P 0.981 1.894 -0.097 0.8974
H -0.013 0.116 -2.380 0.0984
C -0.389 -0.132 0.961 -0.1650
N -0.623 -1.846 -1.568 0.0715
H -0.751 -1.136 1.237 0.1050
H -1.190 -1.993 -2.352 0.0528
C 0.106 0.593 1.983 -0.1490
H 2.446 2.456 0.151 -0.0422
```

Output
* LUMO energy: 0.03 eV
* HOMO level: -7.093 eV
* SMILES: N/C=C1\C=COP1
* orbital gap: 7.12 eV
* charge: 0

---

Most stable of them? <x>.

---

<w>
The following is a quantum chemistry calculation of the ion C5H12N with charge +1, from the Open Molecules 2025 dataset.

XYZ file:
```
18
Properties=species:S:1:pos:R:3:lowdin_charge:R:1
H -2.336 -0.110 1.284 0.0879
N 1.735 0.432 -0.103 -0.0278
H 0.460 0.586 1.571 0.1138
H -1.850 -1.667 0.546 0.0894
H -0.376 1.905 -1.125 0.1112
H -1.297 1.977 0.382 0.1186
C 0.626 1.069 0.615 0.0161
H 1.881 -1.401 0.947 0.1119
C -0.666 1.342 -0.236 -0.2087
H 2.682 -1.401 -0.635 0.1082
C -2.209 -0.652 0.352 -0.0965
C -1.380 0.079 -0.597 -0.0975
H 1.719 0.765 -1.078 0.1839
H -1.115 -0.412 -1.523 0.1045
H 2.593 0.802 0.327 0.1862
H 0.912 -1.467 -0.531 0.0922
H -3.191 -0.792 -0.112 0.1008
C 1.813 -1.053 -0.083 0.0058
```

Output
* LUMO energy (spin up / spin down): -3.84 / -5.01 eV
* HOMO level (spin up / spin down): -13.670 / -11.950 eV
* orbital gap (spin up / spin down): 9.83 / 6.94 eV
* charge: +1

---

<x>
The following is a quantum chemistry calculation of the ion C5H12N with charge +1, from the Open Molecules 2025 dataset.

XYZ file:
```
18
Properties=species:S:1:pos:R:3:lowdin_charge:R:1
H -0.730 0.973 1.927 0.1673
H 0.539 -1.608 0.345 0.0941
H -0.838 -0.226 -2.029 0.1422
H -1.373 -1.763 1.787 0.1371
H 1.506 1.953 0.305 0.0724
H -2.426 -0.969 0.651 0.1381
H 0.479 -0.032 1.560 0.1659
C 1.004 0.300 -1.023 -0.1888
H -0.504 -2.594 -0.677 0.1784
C -1.358 -1.097 0.892 -0.0424
H 1.934 2.267 -1.464 0.1508
C -0.056 -0.488 -1.268 -0.1398
N -0.500 0.190 1.320 0.1476
C 1.106 1.782 -0.695 -0.1034
H 0.133 2.313 -0.803 0.0858
C -0.370 -1.490 -0.208 -0.2304
H -0.600 0.609 0.387 0.0832
H 2.053 -0.121 -1.005 0.1418
```

Output
* LUMO energy: -3.95 eV
* HOMO level: -12.512 eV
* SMILES: C/C=C/CC[NH3+]
* orbital gap: 8.56 eV
* charge: +1

---

Most stable of them? <w>.

---

<w>
The following is a quantum chemistry calculation of the ion C5H12N with charge +1, from the Open Molecules 2025 dataset.

XYZ file:
```
18
Properties=species:S:1:pos:R:3:lowdin_charge:R:1
H 1.836 -2.455 1.587 0.1296
H 1.447 -1.410 -0.594 0.1074
C -1.500 0.349 -0.249 -0.1061
H -1.690 -0.664 -2.383 0.2063
H -0.553 1.562 1.258 0.1419
C -0.371 1.264 0.170 -0.1995
H -0.159 0.056 -2.000 0.1947
H -2.562 0.682 -0.210 0.1391
H 0.618 -1.511 2.316 0.0361
H -0.294 2.223 -0.299 0.1009
N -1.249 0.179 -1.827 0.1392
C 1.087 0.634 0.169 -0.1092
H 2.098 -0.575 2.139 0.0957
C 1.198 -0.735 0.279 -0.1733
H 1.825 1.367 -0.142 0.1002
H -1.790 0.954 -2.215 0.1457
C 1.432 -1.348 1.683 -0.0644
H -1.373 -0.570 0.317 0.1158
```

Output
* LUMO energy: -4.35 eV
* HOMO level: -11.273 eV
* SMILES: C/C=C/CC[NH3+]
* orbital gap: 6.92 eV
* charge: +1

---

<x>
The following is a quantum chemistry calculation of the ion C5H12N with charge +1, from the Open Molecules 2025 dataset.

XYZ file:
```
18
Properties=species:S:1:pos:R:3:lowdin_charge:R:1
H -0.958 1.967 0.369 0.1399
C 0.182 0.480 1.347 -0.1700
C -1.181 1.010 0.859 -0.1311
H -0.052 -0.506 1.853 0.1308
H -1.824 1.106 1.725 0.1282
H 1.031 0.639 -1.807 0.1184
H -1.000 -0.683 -0.253 0.1121
N -1.764 -0.010 -0.087 0.1935
H -2.063 0.337 -0.999 0.1743
H 0.782 -1.722 -2.547 0.0711
H 1.915 -0.669 0.815 0.1241
H 0.651 1.138 2.070 0.1161
H -2.568 -0.502 0.311 0.1764
H 1.205 -2.374 -0.993 0.0842
C 1.346 0.134 0.319 -0.1966
H 1.977 1.027 0.479 0.1192
C 0.895 -1.452 -1.494 0.0100
C 1.036 -0.186 -1.094 -0.2006
```

Output
* LUMO energy: -3.42 eV
* HOMO level: -13.953 eV
* SMILES: C=CCCC[NH3+]
* orbital gap: 10.53 eV
* charge: +1

---

Most stable of them? <x>.

---

<w>
The following is a quantum chemistry calculation of a cluster of 2 separate species, C5H12N in total, from the Open Molecules 2025 dataset.

XYZ file:
```
18
Properties=species:S:1:pos:R:3:lowdin_charge:R:1
H -4.556 1.364 0.690 0.0275
H 2.144 1.239 -0.525 0.1346
C 1.856 -0.630 1.404 -0.0773
N -3.971 0.541 0.767 0.0397
H -3.225 0.430 0.119 -0.0622
H 0.123 1.718 -1.632 0.1825
H -4.565 -0.268 0.757 0.0153
H 2.449 -1.628 -0.428 0.1273
H 2.194 -1.468 2.014 0.0887
H 0.920 -0.377 1.916 0.0934
H 2.594 0.153 1.604 0.0983
C 0.248 0.738 -1.145 -0.0715
H 2.191 0.183 -1.918 0.1430
C -0.694 -0.148 -1.146 0.3810
C 1.683 0.340 -0.963 -0.1514
H 0.670 -1.308 -0.349 0.1174
H -1.773 0.042 -1.106 0.1045
C 1.711 -0.922 -0.057 -0.1907
```

Output
* LUMO energy: -8.52 eV
* HOMO level: -13.119 eV
* orbital gap: 4.59 eV
* charge: +1

---

<x>
The following is a quantum chemistry calculation of a cluster of 2 separate species, C5H12N in total, from the Open Molecules 2025 dataset.

XYZ file:
```
18
Properties=species:S:1:pos:R:3:lowdin_charge:R:1
H 3.413 1.208 -1.000 0.0397
C 2.632 0.502 -0.846 -0.0698
H -0.350 1.593 1.316 0.1130
H -2.110 0.905 1.667 0.1205
H 1.604 0.429 -1.420 0.0811
H -1.783 2.093 0.388 0.1324
N -0.438 -0.997 0.676 0.2354
H -2.326 -1.425 -0.919 0.0743
C 2.867 -0.539 -0.029 -0.0951
H -1.500 -0.172 -1.770 0.1455
H 3.889 -0.673 0.422 0.0791
H 0.342 -0.865 1.344 0.1576
C -1.305 -0.092 0.349 -0.3196
C -1.339 1.240 0.989 0.0204
H -0.612 -1.937 0.375 0.1458
H 2.099 -1.260 0.127 -0.0015
C -2.155 -0.397 -0.862 0.0319
H -2.928 0.387 -0.808 0.1094
```

Output
* LUMO energy: -4.50 eV
* HOMO level: -13.574 eV
* orbital gap: 9.08 eV
* charge: +1

---

<y>
The following is a quantum chemistry calculation of the ion C5H12N with charge +1, from the Open Molecules 2025 dataset.

XYZ file:
```
18
Properties=species:S:1:pos:R:3:lowdin_charge:R:1
H -0.011 -2.972 1.005 0.1477
H 0.309 2.679 -1.499 0.0591
H -0.787 1.949 1.326 0.1089
H -0.371 0.256 -1.073 0.1164
H -1.213 3.250 -1.268 0.1314
C -0.296 2.851 -0.637 -0.0979
C -0.144 -2.023 0.364 -0.1555
N 1.077 -1.915 -0.613 0.1493
H -1.253 -0.665 1.529 0.1239
C -0.260 -0.648 1.083 -0.1451
H -1.015 -2.363 -0.280 0.1406
C -0.462 1.746 0.342 -0.1318
C -0.166 0.496 -0.039 -0.1227
H 1.115 -0.916 -0.434 0.0776
H 0.948 -2.357 -1.551 0.1852
H 0.505 -0.678 1.814 0.1020
H 1.920 -2.366 -0.062 0.2171
H 0.104 3.677 -0.006 0.0936
```

Output
* LUMO energy: -3.55 eV
* HOMO level: -13.290 eV
* SMILES: C/C=C/CC[NH3+]
* orbital gap: 9.74 eV
* charge: +1

---

Most stable of them? <x>.

---

<w>
The following is a quantum chemistry calculation of the ion C5H12N with charge +1, from the Open Molecules 2025 dataset.

XYZ file:
```
18
Properties=species:S:1:pos:R:3:lowdin_charge:R:1
C 0.795 -0.099 0.505 -0.3209
H -0.112 -0.967 2.219 0.1617
H 2.437 1.192 1.059 0.1060
H 1.258 0.195 -1.488 0.1340
C 0.334 0.313 -0.922 -0.1507
C -0.639 -0.609 -1.562 -0.1983
H -0.672 -1.510 0.693 0.1449
N -0.385 -0.735 1.277 0.2287
H -0.428 -1.632 -1.859 0.1156
H 1.415 0.799 2.383 0.0927
H 1.509 -0.920 0.434 0.1545
C 1.392 1.001 1.307 -0.0525
H -1.196 -0.109 1.332 0.1784
H 0.073 1.363 -0.842 0.1253
H 0.920 1.986 1.247 0.0981
H -2.611 -0.821 -2.373 0.0717
C -1.897 -0.236 -1.810 0.0375
H -2.194 0.789 -1.599 0.0733
```

Output
* LUMO energy: -3.38 eV
* HOMO level: -14.064 eV
* SMILES: C=CC[C@@H](C)[NH3+]
* orbital gap: 10.68 eV
* charge: +1

---

<x>
The following is a quantum chemistry calculation of a cluster of 2 separate species, C5H12N in total, from the Open Molecules 2025 dataset.

XYZ file:
```
18
Properties=species:S:1:pos:R:3:lowdin_charge:R:1
H 0.757 -1.528 0.607 0.1278
H 2.003 -0.168 0.609 0.1699
H 0.991 0.940 -2.651 0.0817
N -0.709 0.140 -0.698 0.2378
C -1.135 -0.182 2.723 -0.0362
H -1.044 -0.257 0.137 0.0505
C 1.411 -0.902 -0.091 -0.0174
H 2.079 -0.422 -2.529 0.0898
H -1.149 1.363 1.548 0.0369
H -1.537 -0.888 3.391 0.0600
C -1.760 0.625 1.914 -0.0746
H -0.156 -0.075 2.934 0.0232
C 1.096 -0.060 -2.450 0.0349
C 0.595 -0.227 -1.053 -0.2367
H -2.824 0.568 1.783 0.0781
H 0.365 -0.506 -3.109 0.1211
H 2.276 -1.454 -0.484 0.1053
H -1.172 0.627 -1.454 0.1479
```

Output
* LUMO energy: -5.00 eV
* HOMO level: -14.200 eV
* orbital gap: 9.20 eV
* charge: +1

---

Most stable of them? <w>.